Molecular formula: C3H11NO2SSi
Method: DFT, wB97M-V/def2-TZVPD

Element x y z (Å)
C1 1.998 0.139 0.347
H1 2.415 1.092 0.768
H2 -0.069 1.784 -1.870
H3 2.385 -0.637 1.024
O1 -0.251 -3.624 -3.119
C2 -0.452 1.528 -0.913
H4 -1.550 1.223 -1.071
H5 -1.111 1.320 2.140
Si1 0.094 0.123 0.145
H6 -1.221 -1.281 -1.110
H7 2.376 -0.017 -0.710
C3 -1.041 0.332 1.696
H8 1.388 -2.817 -1.443
N1 2.028 -3.340 -2.071
S1 1.148 -4.007 -3.097
O2 -0.334 -1.220 -0.808
H9 -1.147 -0.263 2.585
H10 -0.411 2.521 -0.354
H11 -1.907 0.389 1.114

Forces on the atoms, in the same order (eV/Å):
-0.15 -0.06 -0.41
-0.65 -0.60 -0.61
0.67 -0.42 -0.90
-0.14 -0.03 -0.44
-0.03 -0.36 -0.07
-2.06 1.37 1.27
1.22 0.90 0.12
0.89 0.65 -0.23
0.75 -0.03 0.36
-1.06 -0.11 -0.39
-0.09 0.16 1.27
1.47 0.68 -0.25
0.50 0.35 -0.06
-0.68 -0.27 0.37
0.05 0.38 -0.23
1.79 0.34 1.43
0.09 -1.09 -0.20
-0.39 -1.23 -0.43
-2.18 -0.63 -0.59

As for the LUMO energy: -0.3 eV. Its HOMO-LUMO gap is 10.28 eV. As for the total charge: 0.

Atom charges from the Mulliken analysis, given in e for atoms 1 to 2: -0.989 0.322